Entry 1:
ORCA calculation (ωB97M-V with the def2-TZVPD basis set) on a structure of composition C5H7AlF6NO4S2 in a non-equilibrium geometry.

```
26
Properties=species:S:1:pos:R:3
C 3.224 -1.091 -0.151
C 2.108 -0.994 0.351
C 0.648 -0.616 0.818
C -0.221 -0.428 -0.524
C -1.582 0.324 -0.160
N -2.816 -0.301 -0.760
S -4.204 0.598 -0.186
O -4.592 0.193 1.172
O -3.904 2.038 -0.136
F -5.441 0.422 -1.276
S -3.011 -1.955 -0.343
O -4.427 -2.341 -0.237
O -2.397 -2.857 -1.327
F -2.243 -2.160 1.099
H 4.337 -0.934 -0.284
H 0.234 -1.430 1.482
H 0.737 0.384 1.332
H -0.343 -1.386 -1.107
H 0.407 0.260 -1.183
H -1.669 0.338 0.973
H -1.498 1.372 -0.597
F 6.042 0.530 -0.101
Al 5.331 2.114 0.209
F 5.145 2.343 1.942
F 3.755 2.207 -0.567
F 6.378 3.367 -0.441
```

## Properties
- HOMO level (eV) = -7.46
- maximum force (eV/Å) = 6.2
- LUMO (eV) = 0.7
- energy (Eh) = -2188.663174
- total charge = -1
- 2S+1 = 1

Entry 2:
ORCA calculation (ωB97M-V with the def2-TZVPD basis set) on a structure of composition C22H22F6N15O8S3Se2Sr in a non-equilibrium geometry.

```
79
Properties=species:S:1:pos:R:3
Sr 0.975 -2.101 -0.420
F -2.911 -3.019 -4.446
C -3.341 -2.434 -3.338
F -3.894 -1.262 -3.653
F -4.270 -3.210 -2.774
S -1.984 -2.161 -2.108
O -2.677 -1.683 -0.944
O -1.282 -3.416 -1.998
N -1.089 -0.998 -2.665
S 0.074 -1.200 -3.723
O 1.352 -1.318 -3.050
O -0.206 -2.107 -4.792
C 0.103 0.506 -4.508
F 1.167 1.190 -4.119
F 0.165 0.349 -5.830
F -0.992 1.204 -4.216
Se 0.889 -5.836 1.558
Se 1.859 -3.871 2.336
C 0.288 -2.849 2.814
C 0.043 -2.667 4.144
C -1.111 -1.910 4.478
C -1.783 -1.262 3.502
C -1.239 -1.294 2.158
N -0.418 -2.329 1.799
C 1.187 -5.787 -0.343
C 1.067 -7.001 -1.011
C 1.258 -7.023 -2.380
C 1.592 -5.845 -3.036
C 1.698 -4.693 -2.287
N 1.478 -4.649 -0.963
H 0.649 -3.152 4.895
H -1.459 -1.880 5.504
H -2.673 -0.680 3.697
H -1.911 -0.975 1.372
H 0.836 -7.905 -0.464
H 1.158 -7.952 -2.927
H 1.760 -5.811 -4.102
H 1.964 -3.757 -2.768
N 3.195 0.951 1.378
C 3.754 0.037 0.486
N 4.841 0.280 -0.228
N 4.990 -0.822 -0.989
N 4.043 -1.665 -0.729
N 3.236 -1.154 0.226
C 1.872 0.864 1.733
N 1.159 1.871 2.250
N -0.056 1.354 2.449
N -0.035 0.124 2.071
N 1.153 -0.240 1.619
H 3.577 1.881 1.319
C -2.783 5.144 4.390
C -1.602 4.754 3.515
S -1.979 5.068 1.805
O -2.153 6.489 1.613
O -3.050 4.180 1.413
C -0.492 4.524 1.002
C -0.719 4.203 -0.473
N 0.114 3.064 -0.859
C -0.304 1.777 -0.792
N 0.672 0.922 -1.075
C 1.778 1.677 -1.306
C 1.460 2.998 -1.163
N 2.326 4.120 -1.266
O 1.861 5.232 -1.037
O 3.480 3.905 -1.575
C -1.711 1.423 -0.479
H -2.544 4.950 5.435
H -3.665 4.563 4.125
H -3.017 6.202 4.278
H -1.364 3.690 3.580
H -0.707 5.335 3.744
H -0.193 3.618 1.527
H 0.279 5.279 1.149
H -0.499 5.053 -1.106
H -1.753 3.900 -0.632
H 2.740 1.261 -1.556
H -2.363 1.690 -1.312
H -2.068 1.933 0.418
H -1.791 0.353 -0.341
```

## Properties
- HOMO level (eV) = -5.69
- maximum force (eV/Å) = 1.0
- LUMO (eV) = 1.8
- energy (Eh) = -8902.249675
- energy above the lowest of the compared OMol25 structures with the same formula, charge and spin (eV) = 0.898
- total charge = -1
- 2S+1 = 1

Entry 3:
ORCA calculation (ωB97M-V with the def2-TZVPD basis set) on a structure of composition C31H33Ge2N2OS2Tl.

```
72
Properties=species:S:1:pos:R:3
Tl -0.829 0.773 -3.096
C -1.186 3.582 0.888
C -1.285 2.498 -0.153
N -0.263 1.846 -0.589
N 0.940 2.217 -0.009
C 2.011 1.828 -0.569
S 2.147 0.791 -2.006
S 3.586 2.257 0.029
C 3.219 3.462 1.349
C 3.301 2.861 2.724
C 4.418 3.080 3.521
C 4.486 2.549 4.801
C 3.435 1.792 5.296
C 2.321 1.557 4.501
C 2.258 2.082 3.220
C -2.628 2.252 -0.734
C -3.458 3.376 -0.871
C -4.759 3.299 -1.321
C -5.280 2.058 -1.651
C -4.487 0.934 -1.545
C -3.163 0.997 -1.095
O -2.426 -0.144 -1.002
H -0.258 3.495 1.439
H -2.033 3.537 1.570
H -1.189 4.563 0.407
H 2.229 3.854 1.130
H 3.958 4.251 1.219
H 5.236 3.681 3.139
H 5.360 2.729 5.412
H 3.480 1.397 6.302
H 1.498 0.968 4.884
H 1.398 1.885 2.590
H -3.053 4.351 -0.639
H -5.354 4.197 -1.407
H -6.303 1.966 -1.991
H -4.898 -0.029 -1.813
C -4.149 -2.360 -2.185
Ge -3.340 -1.720 -0.521
C -4.555 -1.131 0.884
C -2.052 -3.011 0.149
Ge 0.976 -0.942 -1.096
C 2.105 -1.632 0.353
C 1.623 -1.630 1.659
C 2.394 -2.159 2.685
C 3.652 -2.673 2.407
C 4.145 -2.649 1.110
C 3.376 -2.127 0.080
C 0.934 -2.072 -2.736
C -0.252 -2.607 -3.241
C -0.248 -3.383 -4.392
C 0.944 -3.632 -5.054
C 2.129 -3.092 -4.573
C 2.125 -2.310 -3.426
H -5.234 -2.268 -2.143
H -3.904 -3.412 -2.332
H -3.784 -1.789 -3.039
H -5.593 -1.276 0.591
H -4.396 -0.078 1.107
H -4.365 -1.717 1.783
H -2.585 -3.965 0.166
H -1.740 -2.776 1.164
H -1.177 -3.140 -0.476
H 0.651 -1.207 1.882
H 2.015 -2.169 3.699
H 4.254 -3.085 3.206
H 5.135 -3.030 0.897
H 3.776 -2.113 -0.926
H -1.188 -2.444 -2.721
H -1.173 -3.803 -4.768
H 0.950 -4.241 -5.949
H 3.062 -3.275 -5.089
H 3.057 -1.879 -3.082
```

## Properties
- HOMO level (alpha / beta) (eV) = -10.67 / -10.84
- maximum force (eV/Å) = 0.8
- <S²> = 0.752
- LUMO (alpha / beta) (eV) = -2.7 / -4.2
- energy (Eh) = -6508.326494
- total charge = +1
- 2S+1 = 2

Entry 4:
ORCA calculation (ωB97M-V with the def2-TZVPD basis set) on a structure of composition C54H50I2N4OP2PtS in a non-equilibrium geometry.

```
115
Properties=species:S:1:pos:R:3
Pt -0.222 -0.719 -0.157
I 6.306 -2.527 -3.924
C 4.322 -2.087 -3.377
C 3.271 -2.895 -3.803
C 1.994 -2.591 -3.402
I 0.345 -3.764 -3.949
C 1.680 -1.456 -2.576
O 0.482 -1.191 -2.306
C 2.803 -0.679 -2.123
C 2.576 0.497 -1.210
N 2.043 0.114 0.108
C 2.862 -0.854 0.843
C 2.316 -2.256 0.751
C 3.135 -3.360 0.950
C 2.572 -4.625 0.949
C 1.208 -4.752 0.718
C 0.461 -3.606 0.515
N 1.006 -2.393 0.558
C 4.071 -0.992 -2.544
H 3.463 -3.749 -4.434
H 1.849 1.182 -1.665
H 3.534 1.024 -1.094
H 1.955 0.966 0.659
H 2.860 -0.581 1.904
H 3.903 -0.840 0.506
H 4.191 -3.220 1.116
H 3.184 -5.497 1.130
H 0.730 -5.718 0.700
H -0.607 -3.644 0.324
H 4.899 -0.373 -2.232
C -6.399 4.940 -0.797
S -6.385 3.280 -0.084
C -5.217 3.522 1.304
C -3.843 2.930 1.021
C -3.937 1.418 0.833
N -2.629 0.815 0.636
P -2.252 -0.716 1.373
C -2.038 -0.406 3.150
C -1.551 -1.513 3.848
C -1.264 -1.418 5.193
C -1.456 -0.215 5.856
C -1.944 0.884 5.169
C -2.223 0.799 3.815
C -3.792 -1.692 1.315
C -4.703 -1.720 2.368
C -5.857 -2.476 2.254
C -6.096 -3.219 1.109
C -5.175 -3.215 0.071
C -4.024 -2.455 0.175
P -1.723 0.959 -0.853
C -3.033 1.084 -2.096
C -3.489 -0.095 -2.676
C -4.583 -0.069 -3.522
C -5.234 1.129 -3.772
C -4.766 2.309 -3.215
C -3.661 2.295 -2.386
C -0.781 2.504 -0.974
C -0.510 2.997 -2.252
C 0.457 3.964 -2.451
C 1.185 4.448 -1.366
C 0.943 3.972 -0.097
C -0.021 2.977 0.119
H -7.035 4.906 -1.676
H -5.390 5.228 -1.073
H -6.813 5.637 -0.074
H -5.665 3.028 2.166
H -5.151 4.590 1.496
H -3.179 3.169 1.856
H -3.412 3.381 0.126
H -4.601 1.196 -0.014
H -4.384 0.970 1.726
H -1.397 -2.441 3.309
H -0.880 -2.272 5.728
H -1.235 -0.139 6.909
H -2.096 1.817 5.687
H -2.591 1.669 3.295
H -4.517 -1.162 3.273
H -6.566 -2.496 3.069
H -6.993 -3.815 1.035
H -5.350 -3.815 -0.808
H -3.290 -2.451 -0.622
H -2.961 -1.017 -2.469
H -4.929 -0.980 -3.985
H -6.106 1.147 -4.406
H -5.270 3.242 -3.427
H -3.280 3.221 -1.978
H -1.066 2.617 -3.096
H 0.647 4.342 -3.443
H 1.945 5.197 -1.519
H 1.506 4.329 0.750
H -0.677 1.519 1.348
N -0.210 2.423 1.349
C 0.168 2.949 2.591
C 1.022 2.146 3.422
C 1.871 2.755 4.368
C 2.570 2.002 5.284
C 2.471 0.618 5.275
C 1.738 -0.002 4.274
C 1.052 0.743 3.338
C -0.436 4.156 3.064
C -1.085 5.067 2.204
C -1.648 6.231 2.681
C -1.603 6.534 4.036
C -1.028 5.621 4.911
C -0.476 4.450 4.445
H 1.996 3.826 4.349
H 3.189 2.490 6.020
H 2.974 0.028 6.023
H 1.693 -1.081 4.232
H 0.468 0.223 2.585
H -1.105 4.875 1.144
H -2.114 6.917 1.989
H -2.025 7.455 4.412
H -1.023 5.826 5.971
H -0.108 3.731 5.157
```

## Properties
- HOMO level (eV) = -10.79
- maximum force (eV/Å) = 3.6
- LUMO (eV) = -7.5
- energy (Eh) = -4177.161904
- energy above the lowest of the compared OMol25 structures with the same formula, charge and spin (eV) = 2.458
- total charge = +2
- 2S+1 = 1

Question: Which value of maximum force does entry 3 give?
Answer: 0.8 eV/Å

Question: maximum force of number 4 (C54H50I2N4OP2PtS)?
Answer: 3.6 eV/Å

Question: Which value of maximum force does entry 2 give?
Answer: 1.0 eV/Å